No. 1
C38H68BrN8OS2Si2Sr as an isolated structure. Source: the Open Molecules 2025 dataset; level of theory: ωB97M-V with the def2-TZVPD basis set.

```
121
Properties=species:S:1:pos:R:3
Sr 0.5230 1.2859 1.6388
N 2.8187 1.6844 0.5983
C 3.0903 0.4643 -0.1882
C 2.8274 -0.7772 0.6559
N 1.3811 -0.9076 0.8939
H 2.8577 2.5026 -0.0039
H 3.5674 1.8036 1.2749
H 4.1145 0.4421 -0.5683
H 2.4030 0.4340 -1.0385
H 3.3326 -0.6902 1.6218
H 3.2352 -1.6518 0.1422
H 1.2358 -1.7047 1.5096
H 0.9412 -1.1500 0.0061
C -0.8406 2.4866 -1.9179
C -1.8391 2.1013 -0.8605
C -3.1827 1.9836 -1.1371
C -4.0467 1.6477 -0.0837
C -3.5574 1.4894 1.1848
C -2.1669 1.6608 1.4319
N -1.3422 1.9186 0.3763
N -1.5732 1.5818 2.6337
Si -2.3476 1.9362 4.1307
C -3.3832 0.5183 4.8424
C -3.3942 3.5024 3.9520
C -0.9821 2.2894 5.4058
H -0.5298 3.5246 -1.7748
H -1.2703 2.3971 -2.9136
H 0.0418 1.8483 -1.8539
H -3.5621 2.1453 -2.1363
H -5.1047 1.5155 -0.2747
H -4.2011 1.2235 2.0128
H -4.3395 0.4015 4.3281
H -3.5952 0.6885 5.9003
H -2.8443 -0.4295 4.7582
H -4.2701 3.3258 3.3249
H -2.8109 4.2945 3.4747
H -3.7434 3.8787 4.9151
H -0.8713 1.4536 6.1011
H -1.2286 3.1676 6.0066
H -0.0071 2.4640 4.9459
S 2.2581 -3.3315 3.3844
C 0.7933 -4.0530 3.2066
N 0.1539 -4.7633 4.1452
C -1.2301 -5.1322 3.8936
C -1.3539 -5.2296 2.3811
S -0.1791 -3.9868 1.7389
H 0.5539 -4.8244 5.0683
H -1.9044 -4.3653 4.2887
H -1.4636 -6.0809 4.3743
H -2.3546 -4.9956 2.0297
H -1.0433 -6.2019 2.0050
N 0.5571 3.9184 2.1473
C 1.7256 4.6305 1.8006
C 2.7099 4.8823 2.7529
C 3.8938 5.5035 2.3841
C 4.1093 5.8839 1.0672
C 3.1252 5.6439 0.1184
C 1.9395 5.0228 0.4805
H 0.2835 4.0277 3.1158
H -0.2341 4.1282 1.5492
H 2.5413 4.5963 3.7862
H 4.6489 5.7053 3.1327
H 5.0344 6.3660 0.7821
H 3.2767 5.9552 -0.9070
H 1.1661 4.8442 -0.2599
N 4.4941 1.3231 6.3026
C 3.3713 0.7928 6.8591
O 3.1605 0.7954 8.0521
C 2.3635 0.2181 5.9043
C 1.4927 -0.7602 6.3740
C 0.5010 -1.2311 5.5369
C 0.3960 -0.7022 4.2604
N 1.2201 0.2366 3.8002
C 2.1784 0.6851 4.6132
H 5.1996 1.6613 6.9361
H 4.7674 1.1233 5.3579
H 1.6086 -1.1264 7.3853
H -0.1930 -1.9904 5.8703
H -0.3823 -1.0296 3.5770
H 2.8045 1.4803 4.2144
C -3.0172 -1.8886 -3.1825
C -2.4100 -1.4173 -4.5125
C -3.0750 -2.1717 -5.6758
C -2.7575 0.0717 -4.6483
Si -0.5069 -1.7081 -4.5778
Br 0.2483 -1.0544 -2.5235
C 0.0144 -3.5659 -4.6679
C -0.0157 -4.0588 -6.1237
C -0.9266 -4.4505 -3.8379
C 1.4290 -3.7918 -4.1090
C 0.4446 -0.5418 -5.7807
C 1.9297 -0.9238 -5.8517
C 0.3841 0.9298 -5.3441
C -0.1580 -0.6587 -7.1903
H -4.0975 -1.7141 -3.2012
H -2.6121 -1.3285 -2.3385
H -2.8610 -2.9499 -2.9994
H -4.1497 -1.9699 -5.6788
H -2.9415 -3.2512 -5.5958
H -2.6737 -1.8530 -6.6404
H -3.8396 0.1921 -4.5408
H -2.4826 0.4705 -5.6253
H -2.2750 0.6642 -3.8687
H -0.9868 -3.8969 -6.5966
H 0.1858 -5.1335 -6.1441
H 0.7485 -3.5729 -6.7325
H -1.9461 -4.4503 -4.2234
H -0.9468 -4.1420 -2.7903
H -0.5658 -5.4828 -3.8718
H 2.1802 -3.1668 -4.5877
H 1.7116 -4.8357 -4.2752
H 1.4687 -3.6041 -3.0368
H 2.4039 -0.8788 -4.8689
H 2.4507 -0.2161 -6.5030
H 2.0799 -1.9189 -6.2710
H 0.7861 1.0727 -4.3403
H -0.6260 1.3346 -5.3690
H 0.9922 1.5240 -6.0328
H -0.1661 -1.6892 -7.5510
H 0.4349 -0.0672 -7.8938
H -1.1800 -0.2766 -7.2227
```

HOMO ... -9.574 eV
LUMO energy ... -0.0726 Ha
HOMO-LUMO gap ... 0.2792 Ha
Energy above the lowest of the compared OMol25 structures with the same formula, charge and spin ... 39.9 kcal per mole
Charge ... +1

=====

No. 2
A 4-piece molecular cluster, C38H69IN4O5 overall. Source: the Open Molecules 2025 dataset; level of theory: ωB97M-V with the def2-TZVPD basis set.

```
117
Properties=species:S:1:pos:R:3
H 3.9062 -4.9839 2.4537
N 3.0765 -5.5968 2.5109
C 2.0127 -4.8520 2.3404
N 2.0371 -3.4001 2.1052
N 0.6861 -5.4737 2.4174
C 0.4100 -6.3189 1.2090
C -0.0310 -5.2921 0.0418
C -1.4342 -4.5515 0.3853
C -2.4642 -4.9843 -0.7601
C -3.7824 -4.1096 -0.8359
C -4.8596 -4.1504 0.0807
I -4.8055 -5.4454 1.8264
C -6.1431 -3.2199 -0.1820
O -7.2316 -3.5790 0.3164
C -6.0382 -1.9052 -1.0861
C -7.1556 -0.8025 -0.8738
C -6.6142 0.5772 -0.2762
C -6.0066 0.2887 1.1968
C -4.5444 1.0000 1.2226
C -4.8446 2.5972 1.3094
C -4.1821 3.3076 0.0346
C -2.7122 3.8278 0.5052
C -1.5377 3.0031 -0.2660
C -0.2081 3.9402 -0.1545
C 1.0286 3.0619 0.3805
C 2.3545 3.3135 -0.4870
C 3.0837 1.9377 -0.9100
C 3.6337 1.1255 0.3817
C 5.0660 1.7570 0.7470
C 6.3269 0.8527 0.3443
C 6.3080 0.2879 -1.1629
C 6.1680 -1.3265 -1.1875
C 4.6837 -1.8117 -1.5921
C -4.9630 -1.8421 -1.9912
N -4.7684 -0.6518 -2.8378
C -3.9803 -3.1043 -2.0656
O -3.4027 -3.2737 -3.1667
H 1.5941 -2.9779 2.9413
H 3.0037 -3.0472 2.1160
H 0.5673 -6.0437 3.2611
H -0.4683 -7.0149 1.4518
H 1.2896 -6.9668 0.8937
H 0.8121 -4.5648 -0.1775
H -0.2085 -5.9513 -0.8841
H -1.3151 -3.4332 0.5256
H -1.7924 -4.9984 1.3799
H -1.9265 -4.9284 -1.7574
H -2.7633 -6.0744 -0.5631
H -7.6670 -0.5968 -1.8673
H -7.9200 -1.2072 -0.1254
H -7.5272 1.2658 -0.1509
H -5.9023 1.1287 -0.9656
H -5.9540 -0.8227 1.4261
H -6.6908 0.7787 1.9784
H -3.8935 0.6282 2.0760
H -4.0479 0.7391 0.2241
H -4.4673 2.9777 2.3107
H -5.9672 2.8102 1.2774
H -4.8204 4.1554 -0.3922
H -3.9930 2.5909 -0.8409
H -2.5328 3.6205 1.6171
H -2.5808 4.9446 0.3500
H -1.8470 2.8168 -1.3426
H -1.3803 2.0353 0.3195
H -0.4103 4.7802 0.6020
H -0.0178 4.3662 -1.1894
H 1.2419 3.4344 1.4472
H 0.7494 1.9606 0.4908
H 3.0622 3.9520 0.1445
H 2.0772 3.9343 -1.4119
H 3.9586 2.2638 -1.5842
H 2.4266 1.2794 -1.5725
H 3.6565 0.0024 0.2272
H 2.9244 1.3408 1.2570
H 5.0828 1.8822 1.8856
H 5.1453 2.8036 0.2843
H 6.4086 -0.0172 1.0838
H 7.2482 1.5176 0.4304
H 7.3331 0.5133 -1.6176
H 5.5428 0.7892 -1.8367
H 6.8817 -1.7602 -1.9788
H 6.5064 -1.7450 -0.1772
H 4.6870 -2.7395 -2.2519
H 4.1564 -2.0967 -0.6103
H 4.1010 -0.9466 -2.0416
H -4.4903 0.1185 -2.2015
H -3.9536 -0.7903 -3.4606
C 1.9345 1.4459 -5.1460
C 1.5273 0.2658 -4.3043
C 0.1297 -0.2651 -4.4843
O 2.2968 -0.2386 -3.5103
H 2.9648 1.7197 -4.9106
H 1.8744 1.1858 -6.2049
H 1.2873 2.2984 -4.9290
H -0.0108 -0.6013 -5.5137
H -0.5975 0.5117 -4.2378
H -0.0240 -1.1137 -3.8148
C -6.1061 0.9624 5.5436
C -4.7550 0.3880 5.2089
C -4.6917 -1.0752 4.8595
O -3.7546 1.0786 5.2203
H -6.0006 2.0242 5.7745
H -6.7777 0.8547 4.6891
H -6.5207 0.4537 6.4163
H -5.3009 -1.2720 3.9744
H -5.0434 -1.6748 5.7017
H -3.6581 -1.3506 4.6413
C 9.4989 4.6917 -1.7511
C 8.3657 4.1998 -0.8901
C 7.8889 5.1068 0.2133
O 7.8554 3.1127 -1.0779
H 9.7364 3.9364 -2.5025
H 9.2063 5.6124 -2.2602
H 10.3848 4.8650 -1.1366
H 7.5249 6.0460 -0.2086
H 8.7033 5.2986 0.9151
H 7.0702 4.6236 0.7505
```

HOMO ... -9.135 eV
LUMO energy ... -0.0398 Ha
HOMO-LUMO gap ... 0.2959 Ha
SMILES string ... [H]/N=C(\N)NCCCCC1=C(I)C(=O)C(CCCCCCCCCCCCCCCCCC)=C(N)C1=O.CC(C)=O.CC(C)=O.CC(C)=O

=====

No. 3
A 14-piece molecular cluster, C38H70Cl18O24 overall. Source: the Open Molecules 2025 dataset; level of theory: ωB97M-V with the def2-TZVPD basis set.

```
150
Properties=species:S:1:pos:R:3
C 15.1055 19.8557 11.1363
C 15.8909 21.0001 11.7560
O 15.8243 20.8432 13.1885
C 16.6358 21.6889 13.8591
O 17.3583 22.5320 13.3807
O 16.4935 21.4803 15.1994
C 17.4125 22.1923 15.9783
H 15.3933 18.8240 11.4434
H 15.2838 19.9332 10.0517
H 14.1006 20.0358 11.3443
H 15.4985 21.9916 11.5509
H 16.9426 20.8792 11.4207
H 18.3431 22.4489 15.4848
H 17.6685 21.5594 16.8152
H 16.9474 23.0428 16.3461
C 19.2710 12.7996 19.9803
C 19.4423 11.8734 21.1946
O 19.1870 12.6747 22.4048
C 20.0246 12.4369 23.3812
O 20.9833 11.7234 23.3716
O 19.7176 13.1806 24.4722
C 20.6052 13.0373 25.5482
H 19.0207 12.2728 19.0130
H 20.1270 13.4994 19.7374
H 18.4430 13.5057 20.1741
H 20.3149 11.3183 21.2260
H 18.6110 11.1570 21.2419
H 20.7706 12.0185 25.8297
H 20.0996 13.4980 26.3759
H 21.6075 13.5432 25.3285
C 15.2393 15.6291 8.8774
C 16.7102 15.5852 9.1820
O 16.9942 14.2248 9.6369
C 17.7062 14.1041 10.7354
O 18.1440 14.9839 11.3697
O 17.7683 12.8063 11.1464
C 17.3115 11.7904 10.3594
H 15.1201 16.4942 8.2059
H 14.6822 15.7245 9.7942
H 14.9472 14.8070 8.2874
H 16.9960 16.2188 9.9866
H 17.3941 15.6923 8.3162
H 16.2055 11.7748 10.3564
H 17.6532 10.8956 10.8250
H 17.6033 11.9983 9.3559
C 11.2220 23.5854 13.6443
C 12.2014 22.6427 13.0174
O 12.3979 21.5186 13.9356
C 13.1684 21.7827 15.0078
O 13.8857 22.7554 15.1605
O 13.0540 20.7114 15.7743
C 13.8200 20.6941 16.9658
H 11.5882 24.1473 14.5071
H 10.2160 23.1191 13.9975
H 10.9480 24.3217 12.9116
H 13.1380 23.1616 12.9849
H 11.9002 22.2265 12.0389
H 14.8554 20.8466 16.7093
H 13.7921 19.6758 17.3583
H 13.4823 21.4124 17.6588
C 12.6137 19.1579 21.3623
C 11.4994 19.3848 22.4052
O 10.2759 18.8911 21.8257
C 9.5983 19.6083 20.9173
O 9.9026 20.6876 20.4863
O 8.4753 19.0170 20.4644
C 8.0677 17.7022 20.8401
H 12.3038 19.6409 20.4301
H 12.6759 18.0838 21.1761
H 13.4853 19.6153 21.7487
H 11.2832 20.4330 22.6984
H 11.6495 18.7624 23.2935
H 7.1740 17.4769 20.2596
H 7.7518 17.7144 21.9439
H 8.8349 16.9278 20.7366
C 9.2742 15.8931 13.3625
C 10.2083 15.5536 14.5163
O 11.5460 15.6039 13.9227
C 12.5836 14.9732 14.5604
O 12.5285 14.4556 15.6469
O 13.6900 14.9043 13.8033
C 14.7124 14.1502 14.2994
H 8.2404 15.9887 13.7523
H 9.4473 15.1066 12.5744
H 9.5912 16.8580 12.9537
H 10.0598 14.5464 14.9380
H 10.1472 16.3209 15.3468
H 14.9837 14.5513 15.2898
H 15.5492 14.2276 13.6118
H 14.4058 13.0742 14.3602
C 11.4633 9.7997 20.3207
C 10.9784 10.8928 19.3560
O 11.8186 10.9785 18.1928
C 13.0346 11.3525 18.4308
O 13.4114 11.8397 19.4730
O 13.7610 11.1647 17.3464
C 15.1964 11.4771 17.4901
H 10.7867 9.8076 21.2153
H 12.4954 9.9736 20.6444
H 11.5329 8.8590 19.8218
H 10.9016 11.8715 19.8927
H 9.9391 10.6758 18.9898
H 15.3357 12.4115 16.9726
H 15.6529 10.7353 16.8972
H 15.5006 11.5190 18.5315
C 16.9302 17.7825 14.4147
C 16.0473 17.6969 15.7051
O 16.2349 16.5197 16.5575
C 15.5179 16.4397 17.6577
O 14.7033 17.2500 18.0761
O 15.7672 15.1944 18.1930
C 15.0914 14.8973 19.4120
H 16.4353 18.6187 13.8538
H 16.9571 16.8331 13.8600
H 17.8596 18.1650 14.7505
H 14.9284 17.7411 15.4387
H 16.2490 18.5712 16.3089
H 13.9908 14.9039 19.2277
H 15.3732 15.5698 20.2225
H 15.3856 13.8094 19.5202
C 20.6558 16.7007 17.2520
Cl 19.6370 18.0896 16.8468
Cl 20.4535 16.4273 19.0191
Cl 22.3244 17.1120 16.9495
H 20.3665 15.7922 16.7253
C 18.8392 13.1918 14.5811
Cl 20.6018 13.4524 14.7972
Cl 17.8957 14.0580 15.8249
Cl 18.4894 11.5039 14.5210
H 18.5790 13.7062 13.6496
C 10.8503 15.0828 18.3542
Cl 10.7785 16.8227 18.0764
Cl 9.2285 14.3077 17.9853
Cl 11.1907 14.7605 20.0408
H 11.5606 14.6278 17.6379
C 20.1808 17.0520 12.3475
Cl 20.7680 16.5535 13.8570
Cl 21.2386 16.2891 11.1451
Cl 20.0958 18.7738 12.3244
H 19.1360 16.7609 12.1437
C 17.9987 17.9417 21.9466
Cl 18.4260 16.2146 22.1483
Cl 17.4087 18.3997 23.4889
Cl 16.7386 18.0294 20.7761
H 18.9555 18.4233 21.7358
C 14.3225 13.0224 22.4731
Cl 13.6893 14.6390 22.7884
Cl 13.3418 11.7656 23.2270
Cl 16.0575 12.8399 22.9164
H 14.2632 12.7918 21.4114
```

HOMO ... -10.474 eV
LUMO energy ... 0.0085 Ha
HOMO-LUMO gap ... 0.3934 Ha